Entry 1:
Computed, not measured: an isolated molecule of C2H4OS2 at a distorted geometry, with wB97M-V/def2-TZVPD.

Structure (XYZ):
```
9
C2H4OS2 (wB97M-V/def2-TZVPD)
S 0.7874 -1.1571 -1.5599
S -0.1737 -0.7495 -3.2399
O 2.1702 -1.5087 -1.6811
C 0.5835 0.2770 -0.5226
C -0.4407 0.4968 0.4499
H -0.6272 1.4765 0.8613
H -0.8399 -0.3104 0.8250
H 0.2528 -2.1940 -0.9163
H 1.3421 0.9373 -0.9864
```

HOMO level: -9.19 eV
SMILES: C=C[S@H](=O)=S
HOMO-LUMO gap: 8.909 eV
Energy relative to the best compared isomer or geometry (same formula, charge and spin): 299.0 kJ/mol
Strongest force on any atom: 8.6 eV Å⁻¹
2S+1: 1

Entry 2:
Computed, not measured: a cluster of 3 separate species, C4H17N2O2 in total at a distorted geometry, with wB97M-V/def2-TZVPD.

Structure (XYZ):
```
25
C4H17N2O2 (wB97M-V/def2-TZVPD)
O -1.5986 -2.3932 1.6671
O 3.3894 1.1428 -0.8091
N -0.8934 0.5699 -0.0425
N 0.2009 -1.9508 -0.3959
C -1.3522 1.3648 -1.1950
C 1.0924 -0.8019 -0.6100
C -1.4534 1.1221 1.1946
C 0.5809 0.5086 0.0047
H 3.9916 1.1530 -1.5658
H 0.2088 -2.3030 0.5760
H 0.8732 0.5844 1.0436
H -1.4255 -2.8881 2.4806
H -1.8712 0.7273 -1.9085
H -1.3113 2.2021 1.2857
H -0.5422 1.8152 -1.7712
H 1.0718 1.3375 -0.5003
H 1.3069 -0.6628 -1.6682
H 0.3223 -2.6796 -1.1468
H -2.5213 0.9381 1.2092
H -2.0565 -1.5976 1.9660
H -2.0578 2.1519 -0.9363
H 3.7742 1.7683 -0.1911
H -0.7531 -1.6317 -0.5251
H 2.0708 -1.0077 -0.1789
H -1.0469 0.5304 2.0171
```

⟨S²⟩: 0.750
HOMO level (spin up / spin down): -2.73 / -9.12 eV
HOMO-LUMO gap (spin up / spin down): 3.174 / 9.473 eV
Energy relative to the best compared isomer or geometry (same formula, charge and spin): 130.1 kJ/mol
Strongest force on any atom: 1.5 eV Å⁻¹
2S+1: 2

Entry 3:
Computed, not measured: a structure of composition C45H31F2MgN2O4PS2, with wB97M-V/def2-TZVPD.

Structure (XYZ):
```
88
C45H31F2MgN2O4PS2 (wB97M-V/def2-TZVPD)
S 1.9852 1.1192 0.5035
S 5.0227 1.3458 2.1344
P 3.9368 0.8277 0.5265
Mg -0.7195 -0.4031 1.9969
F 0.0080 -3.3515 -2.6924
F -3.5944 -4.5117 -0.0046
O 2.9686 -0.7419 3.6118
O -2.2869 3.9873 2.6617
O 0.9002 -1.3500 3.1642
O -2.5785 1.7490 2.1463
N -0.0589 1.1182 3.2704
N -2.4143 -1.4799 2.8054
C -3.8670 -0.6403 -3.0781
C -0.6812 -3.1548 -1.5360
C 1.9829 1.8683 4.3367
C 3.5415 -1.5407 -0.9041
C -1.7738 2.6999 2.7350
C -0.9029 3.3601 -4.4845
C 4.7033 1.6508 -0.9271
C -2.4967 -3.7158 -0.1638
C -4.1738 -1.7404 4.3899
C -2.1076 -2.7796 0.7995
C -2.4891 1.1896 -0.1923
C -4.7541 -1.6672 -3.3663
C 5.2015 -1.6852 0.8222
C 4.6827 -3.6186 -0.5146
C 6.0342 1.3980 -1.2515
C 1.4496 3.1973 4.4090
C 1.1882 0.9340 3.7375
C 3.7455 -2.8738 -1.2212
C -1.8114 -3.9236 -1.3388
C 4.5594 3.1570 -2.8033
C -3.8018 -0.0679 -1.8033
C 5.4090 -3.0229 0.5055
C -4.0317 -3.1765 2.4725
C -2.8557 2.1889 -3.6963
C -2.8494 1.0061 -1.4691
C -0.5774 2.4229 3.2892
C -2.2191 2.9541 -4.6637
C 1.6781 -0.4659 3.4916
C 5.8830 2.8976 -3.1250
C 4.2665 -0.9351 0.1199
C 6.6209 2.0132 -2.3452
C -2.1954 1.8099 -2.5249
C -0.8659 2.2155 -2.3632
C -3.0358 -1.1128 3.9207
C -4.6765 -0.5782 -0.8312
C -4.6675 -2.7952 3.6389
C -5.5534 -1.6086 -1.1169
C -2.0132 1.1309 0.9926
C -0.2322 2.9840 -3.3261
C -2.8803 -2.4933 2.0484
C 3.9703 2.5318 -1.7102
C -0.2391 -2.2287 -0.6236
C -5.6080 -2.1635 -2.3916
C -0.9402 -2.0149 0.5672
C 0.2359 3.4731 3.8974
H 5.7459 -1.2108 1.6299
H 4.8325 -4.6661 -0.7512
H -2.7588 3.2390 -5.5605
H 2.0401 3.9901 4.8551
H 0.6588 -1.6622 -0.8479
H 7.6558 1.8048 -2.5919
H -0.3320 1.9212 -1.4647
H 2.9317 2.7101 -1.4528
H -3.8859 1.8811 -3.8445
H 2.7913 -0.9636 -1.4312
H -2.5956 -0.2683 4.4416
H 3.1529 -3.3374 -2.0007
H 3.5179 0.0581 3.4319
H -4.6514 -1.4065 5.3009
H 6.6109 0.7173 -0.6353
H 6.1283 -3.6043 1.0720
H -3.1937 -0.2875 -3.8530
H -4.6438 -0.1532 0.1652
H -4.4185 -3.9886 1.8895
H -6.2933 -2.9728 -2.6138
H -2.1582 -4.6391 -2.0701
H -2.1643 4.2878 1.7557
H 0.8004 3.2771 -3.1721
H -0.1686 4.4757 3.9198
H -0.4025 3.9525 -5.2420
H 2.9824 1.6393 4.6709
H -5.5584 -3.3245 3.9584
H -6.2002 -1.9856 -0.3323
H -4.7619 -2.0950 -4.3636
H 3.9769 3.8433 -3.4073
H 6.3405 3.3795 -3.9818
```

HOMO level: -0.87 eV
HOMO-LUMO gap: 5.127 eV
Energy relative to the best compared isomer or geometry (same formula, charge and spin): 221.0 kJ/mol
Total charge: -2
Strongest force on any atom: 0.6 eV Å⁻¹
2S+1: 1